Computed, not measured: a cluster of 8 separate species, C7H31N14O8 in total, with wB97M-V/def2-TZVPD.

XYZ file:
```
60
Properties=species:S:1:pos:R:3:lowdin_charge:R:1
O 0.671 -0.374 0.446 0.203
H -0.109 -0.919 0.317 0.057
H 0.906 -0.105 -0.445 0.064
H 0.400 0.347 1.020 0.029
C 4.337 -1.751 -0.499 -0.863
O 4.554 -1.278 -1.626 -0.007
N 3.198 -2.188 -0.213 0.180
N 5.175 -1.922 0.412 0.172
H 3.061 -2.321 0.778 0.123
H 2.481 -2.113 -0.921 0.069
H 6.052 -1.466 0.206 0.126
H 5.102 -2.587 1.168 0.125
C -2.129 1.339 -0.657 -0.765
O -1.198 0.780 -1.196 -0.035
N -3.402 1.445 -1.036 0.096
N -2.147 2.115 0.414 0.150
H -3.627 0.930 -1.876 0.063
H -4.123 1.621 -0.351 0.016
H -1.186 2.189 0.718 0.053
H -2.904 2.135 1.082 0.045
C 1.516 2.420 -1.847 -0.706
O 1.405 1.989 -0.709 0.007
N 0.540 2.402 -2.691 0.197
N 2.550 3.198 -2.198 0.170
H -0.324 1.969 -2.397 0.077
H 0.660 2.741 -3.635 0.120
H 2.700 3.635 -3.096 0.106
H 3.341 3.169 -1.571 0.114
C -1.444 -3.177 -0.589 -0.685
O -0.886 -2.420 0.183 0.025
N -1.319 -4.521 -0.423 0.152
N -2.000 -2.792 -1.744 0.169
H -0.749 -4.851 0.342 0.109
H -1.493 -5.206 -1.144 0.094
H -1.938 -1.810 -1.969 0.073
H -2.326 -3.447 -2.442 0.093
C 0.322 2.528 2.352 -0.757
O 0.164 1.323 2.193 0.031
N 0.377 3.440 1.462 0.191
N 0.288 3.024 3.551 0.186
H 0.747 3.183 0.558 0.089
H 0.464 4.374 1.838 0.126
H 0.677 3.937 3.735 0.117
H 0.165 2.336 4.281 0.130
C 0.791 -1.311 -2.960 -0.851
O 1.406 -1.167 -1.909 0.029
N 1.158 -2.075 -3.814 0.205
N -0.202 -0.637 -3.323 0.199
H 0.465 -2.680 -4.231 0.129
H 2.058 -2.512 -3.671 0.147
H -0.570 -0.739 -4.259 0.118
H -0.658 0.012 -2.699 0.056
C -2.400 -0.418 4.523 -0.838
O -1.329 -0.809 4.773 0.062
N -2.769 -0.124 3.278 0.151
N -3.361 -0.383 5.434 0.151
H -3.581 0.463 3.154 0.033
H -2.098 -0.099 2.524 0.078
H -4.251 -0.165 5.010 0.092
H -3.209 -0.680 6.388 0.114
```

Properties
Total charge: 0
Expectation value of S²: 0.751
Gap between HOMO and LUMO (alpha / beta): 0.0912 / 0.3355 hartree
Calculated total energy: -45003.468 eV
Multiplicity: 2